Record 1
Density functional theory data (wB97M-V/def2-TZVPD) for one molecule with the formula C6H10.

CARTESIAN COORDINATES (ANGSTROEM)
C -0.587210 -0.035526 -1.440280
C -0.755590 -0.042615 0.074512
C -1.093783 -1.446384 0.603761
C 0.348761 0.518742 0.912716
C 1.552377 1.085509 0.621929
C 2.139413 1.083281 -0.686161
H -1.500882 -0.429592 -1.901613
H 0.264606 -0.645874 -1.744780
H -0.403099 0.971981 -1.821318
H -1.614110 0.604759 0.330010
H -1.266333 -1.440962 1.686204
H -1.996648 -1.829839 0.118396
H -0.270862 -2.136658 0.390925
H 2.026312 1.547133 1.491110
H 0.093451 0.497946 1.977427
H 3.063594 1.698094 -0.612842

Cartesian forces, eV/Å:
0.00 -0.02 -0.04
0.11 0.04 -0.03
-0.03 -0.11 0.05
-0.09 0.04 0.01
-0.07 0.02 -0.12
-0.08 0.21 0.30
0.12 0.05 0.07
-0.11 0.06 0.02
-0.01 -0.15 0.06
0.11 -0.09 -0.02
0.03 -0.01 -0.16
0.14 0.07 0.05
-0.11 0.07 0.02
0.21 -0.10 -0.02
-0.05 0.09 -0.14
-0.17 -0.18 -0.03

Summary:
Energy relative to the best compared isomer or geometry (same formula, charge and spin): 388.6 kJ/mol
Spin multiplicity: 1
Maximum force: 0.0073 Eh/bohr
Orbital gap (alpha / beta): 7.4 / 7.4 eV
LUMO (alpha / beta): -0.75 / -0.74 eV
Molar mass: 82.15 g/mol

Atom charges from the Mulliken analysis, given in e for atoms 1 to 4: -1.537, 1.037, -1.362, -0.475

=====

Record 2
Density functional theory data (wB97M-V/def2-TZVPD) for C25H28Ge2LiN4OS2 as an isolated structure in a non-equilibrium geometry.

CARTESIAN COORDINATES (ANGSTROEM)
Li 0.213702 -1.916488 -0.765539
C 5.028747 -1.640556 1.918022
N 4.825850 -1.300923 0.531514
C 5.791048 -0.875535 -0.352683
C 5.192294 -0.658570 -1.530279
N 3.834377 -0.952186 -1.385654
C 3.591631 -1.364762 -0.074191
S 2.238848 -1.835805 0.743641
C 2.895009 -0.749059 -2.434485
C 3.331913 -0.285789 -3.677562
C 2.375515 -0.053166 -4.648484
C 1.037836 -0.262209 -4.363890
C 0.702161 -0.732457 -3.104136
N 1.629924 -0.994764 -2.177527
H 6.081100 -1.490045 2.155901
H 4.746138 -2.678296 2.096490
H 4.403403 -1.013358 2.553350
H 6.821961 -0.764568 -0.068191
H 5.618377 -0.315270 -2.450520
H 4.372055 -0.108805 -3.898931
H 2.683135 0.305224 -5.623720
H 0.266991 -0.060425 -5.094377
H -0.326020 -0.869702 -2.756694
O -1.293641 -0.921755 -0.946438
C -4.010172 -2.314600 1.502068
Ge -3.734695 -0.520439 0.682933
C -5.036505 0.619411 1.711376
C -4.604964 -0.698018 -1.080930
Ge -1.325892 -0.013682 0.476237
C -0.921713 0.651961 2.418478
C -1.708027 0.299942 3.523021
C -1.345848 0.624624 4.824461
C -0.170203 1.324728 5.073996
C 0.637899 1.679521 3.995068
C 0.271394 1.334650 2.703601
C -1.310915 1.811530 -0.378320
C -0.086996 2.394754 -0.739549
C -0.006903 3.624968 -1.381391
C -1.166759 4.318898 -1.702558
C -2.394299 3.758603 -1.374494
C -2.457130 2.530231 -0.724853
H -5.068910 -2.596718 1.506965
H -3.637365 -2.339879 2.527990
H -3.450486 -3.051190 0.922931
H -6.031949 0.163380 1.654727
H -5.099450 1.625587 1.288988
H -4.758601 0.720399 2.761843
H -5.608160 -1.123256 -0.981161
H -3.969919 -1.344166 -1.685652
H -4.679074 0.268700 -1.583953
H -2.633680 -0.247253 3.363707
H -1.988679 0.335165 5.651910
H 0.114550 1.584826 6.088217
H 1.563569 2.222768 4.169191
H 0.936862 1.601040 1.884888
H 0.833876 1.856030 -0.531522
H 0.962665 4.041047 -1.640094
H -1.114970 5.278188 -2.207257
H -3.311917 4.282253 -1.626388
H -3.433925 2.124441 -0.483568
S 1.828050 -6.318792 -2.369489
C 1.160763 -4.962866 -1.682431
N 0.696125 -4.007517 -1.204597

Cartesian forces, eV/Å:
0.17 -0.65 -0.10
0.00 0.00 -0.01
0.12 0.07 0.03
-0.06 -0.01 0.01
0.05 0.00 -0.01
-0.13 0.05 -0.17
-0.02 -0.10 0.05
0.04 0.14 0.09
0.17 -0.12 0.14
-0.03 0.02 -0.08
0.08 0.00 0.01
-0.13 -0.02 0.00
0.13 0.08 -0.07
-0.37 0.15 0.10
0.00 0.00 0.00
-0.01 -0.01 0.01
0.00 -0.01 0.00
0.00 -0.01 0.00
0.02 -0.02 0.02
-0.02 0.01 -0.01
0.01 0.00 0.00
-0.01 0.00 0.01
0.07 0.02 -0.08
0.84 -2.13 -2.44
-0.07 -0.01 -0.07
-0.17 0.11 0.61
-0.10 -0.08 -0.11
0.05 0.07 -0.05
-1.04 2.03 2.42
0.14 0.00 -0.34
-0.06 -0.14 0.15
-0.04 -0.05 -0.11
0.03 0.01 0.17
0.00 -0.03 -0.16
0.12 0.11 0.10
0.39 0.30 0.09
-0.04 0.00 -0.07
0.01 -0.01 -0.02
0.01 0.01 -0.01
-0.04 0.00 -0.01
-0.01 0.05 0.02
0.01 0.00 -0.01
0.00 0.01 0.00
0.00 -0.03 0.01
0.00 0.04 0.04
0.02 0.00 -0.02
0.04 -0.03 0.01
0.02 -0.03 -0.02
-0.04 -0.04 -0.06
-0.01 0.00 -0.01
-0.01 0.02 -0.01
-0.01 0.01 -0.01
0.00 -0.01 0.00
-0.01 0.01 -0.02
-0.02 0.00 0.01
0.00 0.01 0.02
-0.01 -0.01 0.01
0.00 -0.01 0.00
0.00 0.00 0.00
-0.01 -0.01 0.03
0.03 -0.03 0.00
-0.01 0.03 0.00
-0.10 0.21 -0.10

Summary:
Energy relative to the best compared isomer or geometry (same formula, charge and spin): 0.0 kJ/mol
Spin multiplicity: 2
Maximum force: 0.0651 Eh/bohr
Orbital gap (alpha / beta): 2.3 / 5.5 eV
LUMO (alpha / beta): 4.06 / 4.03 eV
Charge: -2
Molar mass: 616.82 g/mol

Atom charges from the Mulliken analysis, given in e for atoms 1 to 4: 0.586, -0.884, 0.237, -0.546

=====

Record 3
Density functional theory data (wB97M-V/def2-TZVPD) for a 3-piece molecular cluster, C20H44N2O3P overall in a non-equilibrium geometry.

CARTESIAN COORDINATES (ANGSTROEM)
O 8.856384 -0.895224 1.320638
C 8.422641 -0.395287 0.295607
C 7.507524 0.720750 0.243549
P 5.635253 -0.027689 0.264678
H 8.646968 -0.865208 -0.677628
H 7.642649 1.310488 -0.654654
H 7.632529 1.333041 1.126379
H 5.415037 0.607185 -1.053769
H 6.102372 -1.253857 -0.448633
H 5.936835 -0.691649 1.540615
H 5.202923 1.206619 0.966621
H 4.262902 -0.539129 0.275874
C -1.520473 -2.403247 1.692291
C 0.004363 -2.220122 1.550729
C 0.778196 -3.144245 2.495580
C 0.807186 -2.681271 3.949936
C 1.309135 -1.241590 4.026955
C 0.488046 -0.285389 3.167273
N 0.390532 -0.792054 1.763649
O 1.479728 -0.530376 1.124206
C -0.899966 -0.081694 3.805364
C 1.153061 1.083016 3.136582
C 0.335611 -2.630583 0.123630
H -1.979801 -1.795337 2.466075
H -2.022287 -2.132105 0.761732
H -1.774400 -3.440393 1.916208
H 1.810754 -3.216921 2.142469
H 0.356932 -4.149102 2.425817
H -0.183620 -2.779697 4.404969
H 1.473829 -3.328913 4.522265
H 1.293396 -0.887046 5.060052
H 2.353084 -1.213318 3.702318
H -1.564623 0.459383 3.129515
H -0.794733 0.510318 4.714121
H -1.385800 -1.008524 4.104387
H 2.184007 1.030118 2.795459
H 1.151549 1.502726 4.142172
H 0.609921 1.764183 2.479446
H -0.105469 -1.938622 -0.595227
H -0.079166 -3.623494 -0.056853
H 1.407218 -2.668866 -0.057375
C -1.009370 1.016244 -2.017424
C -2.481402 1.091003 -1.553594
C -3.249226 -0.179591 -1.926492
C -3.647587 -0.264169 -3.398701
C -4.400104 0.998368 -3.815952
C -3.607885 2.273747 -3.538285
N -3.160024 2.301747 -2.111378
O -4.110578 2.707007 -1.341138
C -2.425510 2.365422 -4.521101
C -4.476382 3.494760 -3.803047
C -2.417639 1.182072 -0.039764
H -0.840763 1.334657 -3.040604
H -0.382214 1.650543 -1.392719
H -0.632357 -0.002039 -1.928459
H -4.160470 -0.230580 -1.321189
H -2.646521 -1.045367 -1.648216
H -2.763870 -0.416599 -4.023615
H -4.286354 -1.136079 -3.552755
H -4.644415 0.961514 -4.879900
H -5.352077 1.037935 -3.277479
H -1.744846 3.168705 -4.238930
H -2.803690 2.582990 -5.519851
H -1.856916 1.443527 -4.608471
H -5.402067 3.471727 -3.233609
H -4.734290 3.525790 -4.860822
H -3.943400 4.412815 -3.553514
H -1.963709 2.118864 0.282651
H -1.800155 0.366940 0.339935
H -3.396403 1.101178 0.431404

Cartesian forces, eV/Å:
0.26 -0.26 0.07
-0.17 0.13 0.13
0.64 0.02 0.17
-0.52 -0.30 -0.33
0.13 -0.21 -0.17
-0.20 0.08 -0.34
-0.23 0.16 0.33
-0.06 0.05 0.12
0.02 0.10 0.05
0.12 0.19 0.01
-0.01 0.00 -0.04
0.04 0.01 0.03
-0.22 0.22 0.21
-1.05 -0.47 -0.18
0.31 0.02 0.36
-0.06 0.06 -0.10
0.18 -0.37 0.01
-0.82 0.58 0.66
1.40 -0.69 0.19
-0.36 0.41 -0.41
-0.07 -0.11 -0.08
0.26 0.14 -0.14
0.27 0.07 -0.23
0.11 -0.04 0.02
0.05 0.00 -0.05
0.11 -0.07 -0.09
0.00 0.12 -0.05
-0.05 -0.01 -0.07
-0.01 0.04 -0.02
-0.01 -0.02 0.01
-0.04 0.07 0.01
-0.02 0.05 -0.11
0.00 -0.01 -0.03
0.11 0.07 -0.01
0.02 0.00 -0.04
-0.03 -0.03 -0.09
-0.07 -0.02 0.08
-0.01 -0.01 -0.02
-0.01 0.03 0.02
-0.08 -0.04 0.04
-0.01 0.08 0.02
-0.01 0.17 -0.25
1.25 -0.24 0.02
-0.44 -0.09 -0.28
0.05 0.09 0.08
-0.08 -0.38 0.15
0.56 0.32 -0.89
-1.29 -0.73 0.37
0.30 0.37 0.08
0.08 -0.06 0.05
-0.23 0.15 0.15
-0.27 0.11 0.43
-0.06 -0.10 0.06
-0.02 0.02 0.06
-0.02 -0.02 0.11
-0.01 0.12 0.01
0.08 0.02 0.05
0.02 0.04 -0.01
0.02 -0.02 -0.01
0.02 0.06 -0.04
0.03 0.08 0.08
0.02 0.00 0.03
-0.12 0.06 0.02
-0.02 0.02 0.02
0.05 -0.01 0.08
0.05 -0.04 -0.08
0.01 0.00 0.02
0.01 0.03 -0.05
0.12 -0.03 -0.09
-0.04 0.06 -0.09

Summary:
Spin multiplicity: 3
Maximum force: 0.0305 Eh/bohr
Orbital gap (alpha / beta): 5.4 / 5.2 eV
LUMO (alpha / beta): 2.21 / 1.99 eV
Charge: -1
Molar mass: 391.56 g/mol

Atom charges from the Mulliken analysis, given in e for atoms 1 to 4: -0.560, -0.006, -0.954, 0.290